Record 1
Computed, not measured: a structure of composition C31H49MnNO3P2S in a non-equilibrium geometry, with ωB97M-V/def2-TZVPD.

```
! RIJCOSX wB97M-V def2-TZVPD def2/J DEFGRID3
* xyz 1 5
Mn -0.4203 0.3253 0.0021
C -2.1075 1.8320 0.0158
C -2.6277 0.9469 -0.9739
C -2.3094 -0.2551 0.9755
C -2.0242 1.1250 1.2617
C -2.7231 -0.3337 -0.3941
C -2.1239 3.3091 -0.1109
H -1.7621 3.6039 -1.1126
H -1.4857 3.7829 0.6530
H -3.1582 3.6961 0.0140
C -2.0789 1.7482 2.5776
H -1.8613 2.8163 2.5442
H -1.3587 1.2288 3.2258
H -3.0682 1.6009 3.0334
C -2.5828 -1.3237 1.9433
H -3.6658 -1.4159 2.1414
H -2.0744 -1.0812 2.8935
H -2.2045 -2.2931 1.5799
C -3.4840 -1.4786 -0.9301
H -4.5749 -1.3529 -0.7665
H -3.1840 -2.4094 -0.4262
H -3.2897 -1.5738 -2.0084
C -3.3091 1.4239 -2.1878
H -4.2834 1.8880 -1.9421
H -3.4749 0.6058 -2.8929
H -2.6917 2.1805 -2.6841
C 1.1988 0.7509 -3.4626
C 0.1810 1.6080 -3.6136
C -0.4243 1.8571 -4.9668
C -1.2936 0.7213 -5.5854
C -1.4306 -0.5626 -4.8045
C -0.3986 -1.4063 -4.7037
C 0.9338 -1.0700 -5.3251
C 1.7898 0.0420 -4.6472
H 0.3574 2.0940 -5.7059
H -0.8930 0.5149 -6.5914
H -1.0612 2.7505 -4.9029
H 2.0617 0.7611 -5.4349
H 1.6220 0.5240 -2.4798
H -0.2504 2.1548 -2.7691
H 2.7339 -0.4229 -4.3367
H 1.5520 -1.9758 -5.3136
H -0.4321 -2.3421 -4.1371
H 0.8081 -0.7890 -6.3816
H -2.2998 1.1403 -5.7175
H -2.4032 -0.7111 -4.3234
P 1.3647 2.0852 0.4938
C 1.0222 2.9090 2.0927
H 1.8852 3.5252 2.3826
H 0.8479 2.1628 2.8741
H 0.1343 3.5508 2.0267
C 3.1118 1.6233 0.5986
H 3.6860 2.4417 1.0496
H 3.5050 1.3834 -0.3925
H 3.2490 0.7348 1.2132
C 1.5618 3.5844 -0.5187
H 2.0126 3.3135 -1.4792
H 2.2231 4.2896 0.0115
H 0.5950 4.0646 -0.7044
P 0.5939 -2.0675 -0.2657
C -0.5723 -3.3675 -0.8137
H -0.0388 -4.2413 -1.2197
H -1.2832 -2.9926 -1.5545
H -1.1464 -3.6968 0.0695
C 2.2117 -2.3385 -1.0761
H 2.1353 -2.4278 -2.1669
H 2.6987 -3.2385 -0.6609
H 2.8555 -1.4780 -0.8408
C 0.9939 -2.9873 1.2537
H 1.1616 -4.0474 1.0266
H 0.1764 -2.8857 1.9669
H 1.8990 -2.5895 1.7083
O -1.0254 -0.2991 4.1977
C 0.1497 -0.6649 3.9418
N 0.8299 -0.3345 2.8166
S 2.4416 -0.3768 3.1811
O 3.1436 -1.1176 2.1419
O 2.9884 0.9126 3.5492
C 2.2549 -1.3839 4.5914
C 3.2780 -1.8817 5.3878
C 2.8912 -2.3177 6.6659
C 1.5396 -2.2299 7.0954
C 0.5310 -1.7550 6.2484
C 0.9272 -1.4016 4.9484
H 4.2891 -1.8786 4.9674
H 3.6722 -2.6987 7.3229
H 1.2973 -2.5336 8.1147
H -0.5156 -1.5843 6.5254
*
```

Properties
frontier orbital gap (alpha / beta) = 6.06 / 7.82 eV
⟨S²⟩ = 6.46
energy = -101300.3952 eV
ΔE to the lowest compared entry with this formula, charge and spin = 0.0 kJ/mol


Record 2
Computed, not measured: a cluster of 7 separate species, C31H49N2O19 in total in a non-equilibrium geometry, with ωB97M-V/def2-TZVPD.

```
! RIJCOSX wB97M-V def2-TZVPD def2/J DEFGRID3
* xyz -1 1
C -0.8236 6.7037 5.6130
C -1.7195 7.9349 5.6248
O -2.4580 8.1500 4.6666
N -1.6694 8.8412 6.7025
C -1.0363 8.2374 7.8837
C -0.8688 10.0412 6.1677
N -0.1354 10.6203 7.1723
C 1.1350 10.8341 7.1437
C 1.9220 10.6566 8.4239
C 1.9049 11.2989 5.9365
H -0.7910 6.3626 4.5844
H 0.1905 7.0198 5.8497
H -1.1762 5.9386 6.2962
H -1.1638 8.8766 8.7461
H 0.0288 8.0184 7.7436
H -1.5268 7.2791 8.0742
H -0.2336 9.6758 5.3507
H 1.5413 11.3830 9.1528
H 1.7626 9.6682 8.8554
H 2.9792 10.8857 8.2950
H 1.2209 11.6718 5.1779
H 2.6296 12.0599 6.2195
H 2.4324 10.4505 5.4726
C -1.1184 4.4804 0.7828
C -0.4525 5.8316 0.8339
C 0.8660 5.8958 0.0999
O 1.5754 6.8974 0.8327
C 1.0773 6.9101 2.1023
O 1.5734 7.4869 3.0073
O -0.0583 6.1662 2.1755
H -0.5467 3.7466 1.3538
H -2.1114 4.5262 1.2314
H -1.2163 4.1369 -0.2440
H -1.1394 6.6058 0.4827
H 0.7587 6.1867 -0.9418
H 1.4253 4.9568 0.1545
C 3.9890 3.7409 -4.0130
C 3.1195 3.2615 -2.8772
C 2.5787 1.8612 -3.0483
O 1.3378 1.9220 -2.3293
C 0.9219 3.2079 -2.3447
O -0.1580 3.5712 -2.0075
O 1.9015 4.0272 -2.7936
H 3.3970 3.8738 -4.9186
H 4.4321 4.7072 -3.7741
H 4.7930 3.0320 -4.2105
H 3.6489 3.3663 -1.9263
H 3.2291 1.1014 -2.6228
H 2.3659 1.6062 -4.0890
C -1.6630 -2.4333 -2.0576
C -1.2374 -1.2249 -2.8546
C -2.0868 -0.9466 -4.0727
O -1.1524 -0.3161 -4.9590
C 0.0835 -0.7553 -4.6266
O 1.0595 -0.5720 -5.2807
O 0.0601 -1.4214 -3.4525
H -1.4873 -3.3455 -2.6194
H -1.0832 -2.5109 -1.1395
H -2.7200 -2.3685 -1.7937
H -1.1781 -0.3445 -2.2094
H -2.9223 -0.2830 -3.8649
H -2.4594 -1.8580 -4.5472
C -3.7576 -7.5067 0.3762
C -3.3578 -6.6884 -0.8255
C -3.0135 -7.5011 -2.0495
O -2.0412 -6.6653 -2.7073
C -1.4490 -5.9124 -1.7579
O -0.4619 -5.2646 -1.9315
O -2.1123 -5.9912 -0.5868
H -2.8821 -8.0585 0.7389
H -4.1021 -6.8596 1.1848
H -4.5611 -8.2014 0.1282
H -4.1228 -5.9412 -1.0561
H -3.8668 -7.6791 -2.6940
H -2.5417 -8.4535 -1.8091
C 0.2182 -8.6007 -7.6459
C -0.3793 -8.2901 -6.2954
C -0.2034 -9.3823 -5.2648
O -1.3578 -9.2080 -4.4374
C -2.3216 -8.6324 -5.1944
O -3.4563 -8.5253 -4.8645
O -1.8136 -8.1963 -6.3702
H -0.3295 -9.4093 -8.1309
H 0.1550 -7.7327 -8.3012
H 1.2665 -8.8838 -7.5500
H -0.0001 -7.3352 -5.9231
H 0.7059 -9.2718 -4.6792
H -0.2319 -10.3847 -5.7001
C 3.3564 -8.2927 0.6430
C 1.9809 -7.7213 0.4012
C 1.3105 -7.1561 1.6321
O -0.0770 -7.3617 1.3411
C -0.1675 -8.4076 0.4961
O -1.1890 -8.9490 0.2084
O 1.0476 -8.7518 0.0166
H 3.2964 -9.1921 1.2565
H 3.8237 -8.5779 -0.2990
H 3.9969 -7.5627 1.1376
H 2.0120 -6.9814 -0.4023
H 1.5167 -6.0996 1.7813
H 1.5624 -7.7047 2.5432
*
```

Properties
frontier orbital gap = 1.99 eV
energy = -74823.8969 eV


Record 3
Computed, not measured: a structure of composition C31H49NO10P2Pd, with ωB97M-V/def2-TZVPD.

```
! RIJCOSX wB97M-V def2-TZVPD def2/J DEFGRID3
* xyz 0 5
Pd 0.4206 0.5827 1.8135
C -0.7290 -2.9031 -4.1387
C -1.9626 -2.9632 -3.2383
C -3.1380 -2.3192 -3.9874
C -2.2808 -4.4375 -2.9509
C -1.7469 -2.2304 -1.9183
C -0.5647 -1.6251 -1.6008
C -0.4330 -0.9849 -0.3504
N 0.6557 -0.3393 0.0954
C 1.6343 0.2764 -0.6817
C 2.5294 -0.3408 -1.4968
C 3.4052 0.4502 -2.2709
C 3.3304 1.8477 -2.1722
C 2.4801 2.5363 -1.3347
C 1.5776 1.7412 -0.5399
O 0.7330 2.2219 0.2672
C 2.5271 4.0595 -1.2619
C 3.9767 4.5545 -1.4011
C 1.9809 4.6223 0.0565
C 1.6925 4.6121 -2.4291
C 4.3761 -0.2292 -3.2249
C 5.5090 0.7049 -3.6611
C 3.5788 -0.6627 -4.4664
C 5.0072 -1.4658 -2.5688
C -1.5595 -0.8779 0.5367
O -1.4386 -0.1073 1.5640
C -2.7850 -1.5527 0.2227
C -2.8262 -2.1951 -0.9831
C -3.9484 -1.5257 1.2074
C -5.1522 -2.2987 0.6673
C -3.4981 -2.1842 2.5211
C -4.3974 -0.0817 1.4776
H -0.9378 -3.4220 -5.0752
H -0.4578 -1.8741 -4.3832
H 0.1323 -3.3899 -3.6771
H -3.2959 -2.8323 -4.9381
H -4.0671 -2.3800 -3.4204
H -2.9372 -1.2671 -4.1966
H -2.4300 -4.9740 -3.8900
H -1.4611 -4.9146 -2.4111
H -3.1883 -4.5509 -2.3575
H 0.2823 -1.6329 -2.2692
H 2.5568 -1.4188 -1.5461
H 4.0203 2.4247 -2.7658
H 4.6230 4.0931 -0.6535
H 4.3993 4.3668 -2.3883
H 3.9973 5.6340 -1.2485
H 2.4805 4.1774 0.9185
H 2.1690 5.6972 0.0670
H 0.9125 4.4616 0.1660
H 2.0715 4.2597 -3.3904
H 0.6465 4.3130 -2.3401
H 1.7333 5.7030 -2.4243
H 5.1485 1.5387 -4.2651
H 6.0507 1.1060 -2.8030
H 6.2157 0.1470 -4.2762
H 3.1374 0.1989 -4.9704
H 4.2405 -1.1704 -5.1707
H 2.7750 -1.3513 -4.1995
H 5.4904 -1.2114 -1.6245
H 4.2813 -2.2566 -2.3811
H 5.7632 -1.8801 -3.2371
H -3.7354 -2.7032 -1.2665
H -4.9163 -3.3456 0.4647
H -5.9478 -2.2818 1.4132
H -5.5454 -1.8458 -0.2457
H -3.1197 -3.1922 2.3391
H -2.7298 -1.5945 3.0137
H -4.3497 -2.2607 3.2003
H -4.7195 0.4010 0.5518
H -5.2491 -0.0977 2.1615
H -3.6121 0.5118 1.9373
O 2.5109 -1.3351 2.7973
P 3.0167 0.1437 3.2077
O 4.4506 0.2520 3.4421
O 2.3704 0.9923 2.0963
O 2.1652 0.4553 4.5497
P 0.5893 0.7121 4.6888
O 0.0418 -0.7496 4.2399
O 0.2048 1.1307 6.0352
O 0.1327 1.6067 3.5132
H 2.8048 -2.0177 3.4102
H -0.9289 -0.7332 4.3585
C -2.8258 0.3154 6.9075
C -2.9223 1.0470 5.5658
C -4.2285 1.7921 5.3505
O -2.6170 0.2004 4.5327
H -3.0037 1.0152 7.7242
H -1.8331 -0.1133 7.0230
H -3.5852 -0.4669 6.9570
H -2.0528 1.7410 5.5327
H -5.0780 1.1128 5.4435
H -4.2471 2.2463 4.3604
H -4.3464 2.5815 6.0944
*
```

Properties
frontier orbital gap (alpha / beta) = 7.24 / 6.28 eV
⟨S²⟩ = 6.05
energy = -76968.6653 eV
ΔE to the lowest compared entry with this formula, charge and spin = 0.0 kJ/mol


Record 4
Computed, not measured: a structure of composition C31H49NO2P2ReS2 in a non-equilibrium geometry, with ωB97M-V/def2-TZVPD.

```
! RIJCOSX wB97M-V def2-TZVPD def2/J DEFGRID3
* xyz 2 4
Re 0.1268 1.2999 -1.1959
C 2.0853 1.7567 -0.4957
C 1.3737 2.9003 -1.0098
C 0.2667 2.1767 0.8922
C 1.4142 1.3776 0.7009
C 0.2132 3.1311 -0.1553
C 3.4415 1.1556 -0.9216
H 3.4853 0.9229 -1.9827
H 3.6243 0.2337 -0.3808
H 4.2702 1.8286 -0.6865
C 2.0660 0.6472 1.8414
H 2.9446 0.0851 1.5437
H 1.3434 -0.0471 2.2790
H 2.3593 1.3285 2.6489
C -0.5567 2.1588 2.1491
H -0.2932 2.9921 2.8055
H -0.3425 1.2423 2.6843
H -1.6175 2.1891 1.9401
C -0.7989 4.2673 -0.1625
H -0.2996 5.2460 -0.1564
H -1.4400 4.1807 0.7193
H -1.4778 4.2204 -1.0184
C 1.8978 3.8249 -2.0788
H 2.6723 4.4949 -1.6478
H 1.0908 4.4464 -2.4688
H 2.3425 3.2672 -2.9058
C -0.3864 -0.2632 -2.8511
C 0.7259 0.7068 -2.9191
C 0.8112 1.5902 -4.1435
C -0.1122 2.8295 -4.1394
C -1.1263 2.7697 -3.0411
C -2.1811 1.8909 -3.1148
C -2.2950 0.8599 -4.1665
C -1.3079 -0.3450 -4.0296
H 0.5495 1.0320 -5.0517
H -0.5907 2.8892 -5.1336
H 1.8591 1.8939 -4.2737
H -0.7981 -0.3877 -5.0179
H -0.2725 -1.2222 -2.3049
H 1.7001 0.3121 -2.5772
H -1.8912 -1.2833 -4.0213
H -3.3269 0.4770 -4.1820
H -3.0549 2.0287 -2.4859
H -2.1430 1.2852 -5.1761
H 0.5071 3.7263 -4.0407
H -1.2411 3.7261 -2.5225
P 1.1398 -1.9525 -0.5432
C 2.4079 -2.5039 0.6618
H 2.5905 -3.5607 0.4847
H 2.0655 -2.3732 1.6853
H 3.3125 -1.9164 0.5221
C -0.1335 -3.2658 -0.4136
H 0.1917 -4.1004 -1.0481
H -1.1178 -2.9050 -0.7496
H -0.2549 -3.6115 0.6343
C 2.0450 -2.3792 -2.1064
H 1.5115 -2.0373 -2.9968
H 2.1743 -3.4672 -2.1567
H 3.0247 -1.8853 -2.1423
P -2.7018 0.1714 0.0663
C -3.5527 1.7901 0.0474
H -4.5724 1.6664 -0.3560
H -3.0181 2.5221 -0.5842
H -3.6198 2.2377 1.0584
C -3.4482 -0.6581 -1.3926
H -3.2814 -0.0207 -2.2689
H -4.5347 -0.8218 -1.2736
H -2.9606 -1.6227 -1.6276
C -3.5831 -0.6853 1.4451
H -4.6597 -0.7800 1.2513
H -3.4182 -0.1160 2.3669
H -3.1402 -1.6792 1.6060
O 2.0411 -5.1800 2.9876
S 0.6929 -5.0224 3.5076
O -0.0827 -6.1927 3.8037
N -0.1301 -3.8975 2.6083
C -0.2182 -2.6883 3.1792
S -0.5960 -1.3633 2.2291
C 0.2197 -2.6696 4.5867
C 0.3616 -1.6315 5.5062
C 1.0065 -1.8515 6.7207
C 1.5187 -3.1330 7.0221
C 1.4107 -4.1710 6.1097
C 0.7454 -3.9214 4.9180
H -0.0518 -0.6492 5.2406
H 1.1401 -1.0446 7.4244
H 2.0200 -3.3033 7.9671
H 1.8389 -5.1691 6.2741
*
```

Properties
frontier orbital gap (alpha / beta) = 4.66 / 2.84 eV
⟨S²⟩ = 3.81
energy = -80882.4745 eV


Record 5
Computed, not measured: a structure of composition C31H49NO2P2S2Tc in a non-equilibrium geometry, with ωB97M-V/def2-TZVPD.

```
! RIJCOSX wB97M-V def2-TZVPD def2/J DEFGRID3
* xyz 2 4
Tc -0.3721 -0.5307 -0.8707
C -2.4350 1.7164 -0.5858
C -3.3009 0.9364 -1.3903
C -2.3532 -0.5318 0.1670
C -1.8838 0.8384 0.4429
C -3.3064 -0.4022 -0.9313
C -2.3473 3.1824 -0.6174
H -2.1589 3.5414 -1.6349
H -1.5474 3.5467 0.0321
H -3.2949 3.6424 -0.3003
C -1.4416 1.3169 1.7810
H -0.8722 2.2580 1.6975
H -0.8612 0.5551 2.3279
H -2.3636 1.5491 2.3402
C -2.5099 -1.5924 1.2023
H -3.5131 -1.5199 1.6476
H -1.7683 -1.4745 1.9952
H -2.3718 -2.5880 0.7632
C -4.1529 -1.4720 -1.4689
H -5.2144 -1.1446 -1.4630
H -4.0889 -2.3721 -0.8335
H -3.8823 -1.7669 -2.5104
C -4.1553 1.4631 -2.4805
H -5.0468 1.9616 -2.0691
H -4.5044 0.6564 -3.1346
H -3.6230 2.1934 -3.1082
C 1.8651 0.3873 -1.8841
C 0.5733 1.0213 -1.7950
C -0.1417 1.3843 -3.1365
C -0.9698 0.2596 -3.7415
C -0.8007 -1.0802 -3.0548
C 0.4422 -1.7511 -3.1330
C 1.6012 -1.2203 -3.8901
C 2.4316 -0.1480 -3.1248
H 0.5885 1.7590 -3.8580
H -0.7824 0.2276 -4.8162
H -0.8016 2.2372 -2.9323
H 2.6359 0.6737 -3.8426
H 2.5586 0.5361 -1.0629
H 0.6671 1.9432 -1.1843
H 3.4235 -0.5834 -2.9066
H 2.2861 -2.0325 -4.1672
H 0.4524 -2.8458 -3.0233
H 1.2839 -0.7743 -4.8409
H -2.0219 0.5261 -3.6663
H -1.7133 -1.7223 -3.0635
P 2.3639 2.5391 0.7103
C 1.9309 3.3778 2.2747
H 2.7991 3.3995 2.9252
H 1.1340 2.8104 2.7560
H 1.5777 4.3706 2.0153
C 4.0501 1.8913 0.8311
H 4.7006 2.7581 0.9637
H 4.2782 1.3379 -0.0881
H 4.1140 1.1866 1.6722
C 2.5949 3.9327 -0.4415
H 2.6704 3.5348 -1.4570
H 3.5124 4.4210 -0.1196
H 1.7294 4.5911 -0.3550
P 1.4134 -3.4017 0.1292
C 0.0163 -4.1882 -0.6487
H 0.3711 -5.0583 -1.2121
H -0.5299 -3.5515 -1.3532
H -0.6923 -4.5531 0.1000
C 2.7251 -3.1910 -1.0462
H 2.3757 -2.7412 -1.9795
H 3.1469 -4.1743 -1.2592
H 3.4923 -2.5408 -0.6281
C 1.8415 -4.1485 1.6772
H 2.2688 -5.1242 1.4454
H 0.9362 -4.2418 2.2815
H 2.5694 -3.5054 2.1742
O 3.7301 2.1463 4.4363
S 3.6072 0.7176 4.5873
O 4.7464 -0.0661 5.0006
N 2.9394 0.0075 2.9290
C 1.7838 -0.4133 3.1007
S 0.9210 -1.4146 0.7532
C 1.1985 -0.3663 4.4282
C -0.0652 -0.7440 4.9221
C -0.3664 -0.5369 6.2775
C 0.5553 0.0493 7.1503
C 1.8105 0.4667 6.6724
C 2.0931 0.2383 5.3309
H -0.7625 -1.1939 4.2313
H -1.3481 -0.8347 6.6589
H 0.3131 0.1968 8.1994
H 2.5554 0.9491 7.2993
*
```

Properties
frontier orbital gap (alpha / beta) = 4.99 / 5.17 eV
⟨S²⟩ = 4.11
energy = -80953.2277 eV